A molecular structure, C21H27MnNO3S4Si, computed with ωB97M-V with the def2-TZVPD basis set.

Summary:
- Calculated total energy: -112372.110 eV
- Charge: +2
- Frontier orbital gap (spin up / spin down): 6.54 / 7.30 eV
- Strongest force on any atom: 1.7 eV/Å
- Expectation value of S²: 3.84
- Multiplicity: 4

Atoms and positions in Å:
1 Mn -1.522 -0.213 1.062
2 C -1.569 -3.378 3.327
3 C -2.797 -2.546 3.648
4 S -2.957 -1.023 2.629
5 C -2.733 0.311 3.880
6 C -1.316 0.423 4.392
7 S -0.162 0.833 3.009
8 C 1.174 -0.412 3.144
9 C 0.762 -1.805 2.695
10 S -0.023 -2.750 4.070
11 H -1.435 -3.480 2.249
12 H -1.700 -4.369 3.762
13 H -2.829 -2.243 4.695
14 H -3.696 -3.122 3.424
15 H -3.440 0.117 4.688
16 H -3.039 1.228 3.365
17 H -0.972 -0.498 4.862
18 H -1.257 1.245 5.107
19 H 1.543 -0.411 4.169
20 H 1.951 -0.016 2.487
21 H 1.643 -2.372 2.390
22 H 0.057 -1.746 1.828
23 O 2.208 1.212 -2.829
24 S 1.034 1.998 -2.990
25 O 0.505 2.237 -4.281
26 N -0.172 1.166 -2.059
27 C -0.285 1.702 -0.859
28 O -0.853 1.130 0.103
29 C 0.345 3.017 -0.731
30 C 0.263 3.870 0.367
31 C 0.935 5.082 0.304
32 C 1.668 5.432 -0.824
33 C 1.745 4.579 -1.924
34 C 1.072 3.383 -1.860
35 H -0.315 3.587 1.237
36 H 0.884 5.773 1.133
37 H 2.171 6.387 -0.859
38 H 2.295 4.855 -2.807
39 C -1.527 -0.097 -4.350
40 Si -0.678 -0.435 -2.704
41 C -1.884 -1.188 -1.394
42 C 0.959 -1.369 -2.702
43 C 1.613 -1.690 -1.510
44 C 2.831 -2.344 -1.531
45 C 3.430 -2.654 -2.744
46 C 2.800 -2.329 -3.933
47 C 1.571 -1.694 -3.913
48 H -1.784 -1.018 -4.864
49 H -0.859 0.471 -4.996
50 H -2.443 0.483 -4.245
51 H -2.434 -1.990 -1.878
52 H -2.649 -0.465 -1.059
53 H -1.352 -1.674 -0.538
54 H 1.164 -1.409 -0.556
55 H 3.314 -2.618 -0.604
56 H 4.399 -3.133 -2.761
57 H 3.260 -2.580 -4.877
58 H 1.085 -1.452 -4.844

Forces on the atoms, in the same order (eV/Å):
Mn 0.2353 -1.0750 1.2610
C 0.3844 0.2493 0.2574
C -0.0446 -0.2544 -0.5038
S -0.5190 0.2474 0.9277
C -0.0302 -0.1901 -0.3646
C 0.2640 0.1993 -0.0139
S -0.7329 -0.7001 -0.0816
C -0.2673 0.1367 -0.3254
C -0.3360 -0.2549 0.1324
S -0.1154 -0.0207 -0.5030
H 0.0028 -0.2113 0.0620
H -0.0338 -0.0296 -0.1343
H -0.0088 0.0902 -0.0953
H -0.0189 0.0688 0.0573
H 0.0093 0.0578 -0.0460
H -0.0959 -0.1022 0.1086
H -0.0206 0.1248 -0.0451
H 0.0425 -0.0437 0.0059
H 0.0445 0.0917 -0.0449
H 0.0431 0.0169 0.1033
H -0.0795 0.0949 -0.1420
H 0.5306 -0.2664 0.4289
O 0.2415 0.4071 0.0219
S 0.7617 0.1997 0.1189
O -0.2215 0.4616 -0.0410
N 0.0478 0.5287 0.2584
C 0.3387 0.1953 -0.7455
O 0.2386 1.6401 -0.5127
C -0.0088 0.3620 0.2866
C 0.0711 -0.2574 -0.2401
C -0.0247 0.0151 0.0136
C -0.1205 -0.1533 -0.0939
C 0.0287 -0.0109 -0.2636
C -0.4161 -0.5331 0.1501
H 0.0075 0.0289 0.0082
H -0.0116 0.0044 0.0581
H 0.0511 0.0272 -0.0083
H 0.1707 0.0860 -0.1289
C 0.3721 -0.1792 0.5439
Si -0.0759 -1.2546 -0.2018
C 0.4116 0.6024 0.0960
C -0.8200 0.1243 -0.2652
C -0.2979 0.0543 -0.1135
C 0.0099 0.0268 0.1618
C 0.0690 0.0381 -0.0235
C 0.0998 -0.0748 -0.0432
C -0.2024 -0.0796 0.1836
H 0.0023 -0.2278 0.0134
H 0.0323 -0.0255 -0.0040
H -0.0360 0.0632 0.1853
H -0.1182 -0.2065 0.0714
H 0.0267 -0.0608 -0.0914
H -0.0112 0.0555 -0.2840
H 0.0544 -0.0939 0.0200
H 0.0959 0.0347 0.0498
H -0.0117 -0.0849 0.0188
H 0.0560 0.0161 -0.0474
H -0.0648 0.0415 -0.1966